one.
Formula: C9H8BrF3N2
Source: the Open Molecules 2025 dataset
Level of theory: the ωB97M-V functional and the def2-TZVPD basis

Last column: Mulliken charge in e.
Geometry (Å):
1 C -2.72632 1.29403 1.08448  -0.52
2 C -1.46879 1.76980 1.37757  -0.57
3 C -2.87883 0.27513 0.15832  -0.74
4 C -0.37549 1.15804 0.71732  -0.30
5 C -1.78721 -0.49704 -0.27327  -0.71
6 C -0.53540 0.06462 -0.16609  1.08
7 C 1.94427 -0.49672 -0.01250  0.58
8 C 2.32254 -1.44970 1.06764  -1.38
9 C 0.61163 -0.68897 -0.61957  0.55
10 N 2.80405 0.43414 -0.21181  -0.64
11 N 0.63126 0.16992 -2.30890  0.06
12 F 2.50192 1.35584 -1.12993  -0.12
13 F -0.46713 -0.38243 -3.08056  -0.22
14 F 1.70652 -0.25305 -3.03178  -0.15
15 Br 0.22392 -2.57829 -0.98458  -0.01
16 H -3.54211 1.90418 1.34877  0.39
17 H -1.11460 2.61845 1.92173  0.38
18 H -3.80951 -0.01666 -0.06883  0.52
19 H 0.54256 1.50434 1.16125  0.30
20 H -2.10566 -1.29136 -0.91504  0.37
21 H 3.04197 -0.83152 1.82627  0.35
22 H 1.48035 -1.81242 1.50192  0.50
23 H 3.00005 -2.25031 0.63758  0.28

Computed properties:
Charge   0
HOMO level (spin up / spin down)   -9.603 / -9.604 eV

***

two.
Formula: C9H8BrF3N2
Source: the Open Molecules 2025 dataset
Level of theory: the ωB97M-V functional and the def2-TZVPD basis

Last column: Mulliken charge in e.
Geometry (Å):
1 C -2.14585 0.98114 0.03177  -0.82
2 C -1.89408 -0.13136 -1.00214  -0.07
3 N -0.78852 -0.54447 -1.36611  -0.38
4 C 0.49425 -0.52767 -0.91248  0.37
5 N 1.45637 -0.01953 -1.64535  -0.67
6 C 2.68918 -0.03405 -1.24461  -0.37
7 C 3.01781 -0.55494 0.02740  -0.66
8 C 2.07513 -1.07965 0.80344  -0.71
9 C 0.77468 -1.08349 0.32463  1.37
10 C -0.29710 -1.65085 1.21628  -1.42
11 Br 0.14046 -3.56311 1.80041  -0.08
12 C -0.40371 -0.89772 2.63082  0.94
13 F -1.54982 -1.23292 3.29832  -0.27
14 F 0.58510 -1.08159 3.46225  -0.22
15 F -0.34138 0.52470 2.44155  -0.28
16 H -2.32608 0.37608 0.89911  0.14
17 H -3.02888 1.55395 -0.36575  0.38
18 H -1.20004 1.55097 0.08572  0.27
19 H -2.78847 -0.58955 -1.32095  0.48
20 H 3.47482 0.27365 -1.88524  0.43
21 H 3.99415 -0.62458 0.37805  0.43
22 H 2.20793 -1.56879 1.70528  0.54
23 H -1.26149 -1.81394 0.77515  0.60

Computed properties:
Charge   0
HOMO level   -8.573 eV
Structure (SMILES)   C/C=N\c1ncccc1[C@@H](Br)C(F)(F)F

***

Relative energy table, unit hartree: one 0.2639; two 0.0000

***

one.
Formula: C3H6ClN2
Source: the Open Molecules 2025 dataset
Level of theory: the ωB97M-V functional and the def2-TZVPD basis

Last column: Mulliken charge in e.
Geometry (Å):
1 C 1.09214 1.76936 1.43219  -0.22
2 C 0.96170 -0.60187 0.96427  -0.12
3 C 0.24239 -2.00522 -0.87160  -0.12
4 N 0.89959 0.59591 1.13013  0.05
5 N 0.11418 -1.44880 0.26270  0.02
6 Cl -2.23273 1.34894 -1.89538  -0.22
7 H 0.32245 2.14580 2.09474  0.26
8 H 1.71649 2.38411 0.79840  0.27
9 H -3.12555 2.11598 -2.09061  0.23
10 H 1.02569 -1.56732 -1.50773  0.28
11 H -0.44748 -2.85809 -1.23293  0.26
12 H -0.56888 -1.87879 0.91582  0.32

Computed properties:
Charge   +1
HOMO level   -13.433 eV

***

two.
Formula: C3H6ClN2
Source: the Open Molecules 2025 dataset
Level of theory: the ωB97M-V functional and the def2-TZVPD basis

Last column: Mulliken charge in e.
Geometry (Å):
1 H 0.40867 2.97183 -0.41290  0.31
2 N -0.10494 2.24774 0.08280  -0.47
3 C 0.28461 1.08924 0.04225  0.30
4 C 0.02086 -0.27951 0.49942  -0.45
5 N -1.24058 -0.98972 0.14190  -0.28
6 C 1.16156 -0.14341 -0.51485  -0.21
7 Cl 2.78288 -0.52055 0.03506  -0.10
8 H 0.34117 -0.51185 1.51025  0.42
9 H -1.93669 -0.87621 0.89292  0.36
10 H -1.06503 -1.99553 -0.00478  0.35
11 H -1.63353 -0.59327 -0.72343  0.39
12 H 0.98102 -0.39875 -1.54865  0.37

Computed properties:
Charge   +1
HOMO level   -13.692 eV
Structure (SMILES)   [H]/N=C1/[C@@H]([NH3+])[C@@H]1Cl

***

Relative energy table, unit hartree: one 0.0564; two 0.0000

***

one.
Formula: C4H9N
Source: the Open Molecules 2025 dataset
Level of theory: the ωB97M-V functional and the def2-TZVPD basis

Last column: Mulliken charge in e.
Geometry (Å):
1 C -0.43189 -2.05801 -0.02858  -3.22
2 N -0.14469 -0.69591 -0.36082  1.00
3 C 0.32305 0.14693 0.68680  -2.27
4 C 0.32095 2.01481 -0.87412  -1.61
5 C 0.59124 1.56259 0.29502  -0.01
6 H -1.45722 -2.26008 -0.36654  0.59
7 H 0.18105 -2.76575 -0.60521  0.58
8 H -0.40211 -2.34397 1.02436  0.81
9 H -0.93799 -0.26265 -0.79359  0.36
10 H 1.19893 -0.26379 1.19366  0.65
11 H -0.37487 0.26058 1.51853  0.47
12 H 0.43151 3.04681 -1.17716  0.57
13 H -0.13721 1.42717 -1.64695  0.31
14 H 0.83926 2.19126 1.13462  0.76

Computed properties:
Spin multiplicity   2
Charge   -1
HOMO level (spin up / spin down)   1.505 / -4.781 eV

***

two.
Formula: C4H9N
Source: the Open Molecules 2025 dataset
Level of theory: the ωB97M-V functional and the def2-TZVPD basis

Last column: Mulliken charge in e.
Geometry (Å):
1 C 1.74759 0.10266 0.91364  -0.98
2 C 0.90724 0.13196 -0.35377  -0.55
3 C -0.49906 -0.09772 -0.27755  -0.17
4 C -1.53720 0.67814 -1.06780  -1.00
5 N -1.16575 -1.24019 0.48434  -0.83
6 H 2.67898 -0.47883 0.81919  0.26
7 H 2.02875 1.05955 1.38117  0.20
8 H 1.18387 -0.44695 1.68715  0.32
9 H 1.49064 -0.06155 -1.26464  0.21
10 H -2.04959 0.05134 -1.82833  0.22
11 H -1.08187 1.51855 -1.58460  0.37
12 H -2.30243 1.08021 -0.40269  0.18
13 H -0.88208 -0.26893 1.03376  0.41
14 H -0.51909 -2.02824 0.46013  0.36

Computed properties:
Spin multiplicity   2
Charge   -1
HOMO level (spin up / spin down)   -0.049 / -1.273 eV

***

Relative energy table, unit hartree: one 0.0000; two 0.0650